The following is a quantum chemistry calculation of a structure of composition C29H43Cl7N3O4RuSi in a non-equilibrium geometry, from the OMol25 dataset.

Results
- orbital gap (alpha / beta) (eV) = 3.8 / 5.2
- multiplicity = 6
- charge = 0
- energy above the lowest of the compared OMol25 structures with the same formula, charge and spin (kcal per mole) = 55.0

Last column: Löwdin spin population.
Cartesian coordinates (Å):
C (3.0124, -2.0912, -4.6783)  0.004
C (2.9340, -1.2571, -5.9154)  0.019
H (2.5441, -3.0753, -4.7823)  0.000
H (2.4882, -1.5768, -3.8752)  0.000
H (4.0504, -2.2260, -4.3503)  0.001
C (3.1062, -1.7008, -7.1616)  0.018
C (3.3100, -3.1288, -7.5929)  0.002
H (3.1633, -0.9918, -8.0097)  0.009
H (2.5938, -3.8036, -7.0882)  0.000
H (4.3306, -3.4859, -7.3820)  0.000
H (3.1554, -3.2380, -8.6847)  0.000
Ru (1.6334, 1.3050, -2.9020)  2.343
Cl (3.0903, 2.8181, -3.8542)  0.069
C (-0.0716, 3.6370, -3.4532)  0.017
O (-0.1217, 2.3847, -3.2214)  0.097
N (-1.2235, 4.3026, -3.5734)  0.012
C (-2.4126, 3.5203, -3.3074)  0.002
C (-1.2613, 5.7652, -3.6418)  0.002
H (0.8804, 4.1365, -3.5702)  0.001
H (-2.3473, 3.0367, -2.3251)  0.000
H (-2.5491, 2.7368, -4.0659)  0.000
H (-3.2790, 4.1947, -3.3364)  0.000
H (-0.6154, 6.1894, -2.8832)  0.000
H (-2.2934, 6.0761, -3.4644)  0.000
H (-0.9389, 6.1256, -4.6220)  0.001
H (-1.8574, 1.7146, -0.0871)  0.000
H (0.0296, 0.8574, 2.3386)  0.001
C (-1.9473, 0.6506, 0.1610)  0.001
C (-0.3244, -0.0952, 1.8983)  0.001
N (-0.6413, 0.0614, 0.4707)  0.014
H (-2.4244, 0.0834, -0.6467)  0.000
C (0.3269, -0.1358, -0.4338)  0.013
O (0.2272, 0.1304, -1.6614)  0.022
H (0.4657, -0.8577, 2.0027)  0.000
H (1.2560, -0.5629, -0.0079)  0.000
H (-2.5572, 0.5482, 1.0744)  0.000
H (-1.2360, -0.4171, 2.4265)  0.000
H (0.0850, -4.7074, -0.2020)  0.000
H (-0.5565, -3.3991, -2.9060)  0.000
C (-0.9956, -4.9191, -0.3228)  0.000
C (-1.4380, -3.9854, -2.6000)  0.000
N (-1.6394, -3.9152, -1.1583)  0.000
H (-1.4731, -4.9186, 0.6646)  0.000
C (-2.1964, -2.7977, -0.6183)  0.000
O (-2.6617, -1.8643, -1.2876)  0.000
H (-2.3226, -3.6066, -3.1156)  0.000
H (-2.2082, -2.8055, 0.4942)  0.000
H (-1.1129, -5.9017, -0.7903)  0.000
H (-1.2671, -5.0392, -2.8578)  0.000
O (1.9457, 0.2789, -4.4755)  0.276
C (2.6433, 0.2544, -5.6989)  0.049
C (1.1672, 0.3284, -7.8119)  0.366
C (1.9474, 1.0028, -6.8506)  0.239
H (0.8029, -0.6676, -7.5779)  0.009
C (0.8324, 0.9399, -9.0331)  0.326
H (3.6190, 0.7388, -5.5442)  0.010
C (2.1431, 2.3687, -7.0480)  0.303
H (0.2940, 0.3551, -9.8023)  0.017
C (1.2112, 2.2546, -9.2798)  0.233
C (1.8538, 2.9693, -8.2707)  0.336
H (2.5698, 2.9416, -6.2247)  0.020
H (1.0402, 2.6911, -10.2759)  0.010
H (2.1629, 3.9914, -8.4655)  0.013
Si (-1.8529, -0.5718, -5.9796)  0.001
Cl (-0.4722, -2.0931, -5.9253)  0.001
C (-2.5815, -0.7047, -7.7019)  0.002
C (-1.2025, 1.1868, -6.0836)  0.020
C (-2.2158, -0.5688, -4.1133)  0.000
H (-2.6874, 0.2828, -8.1752)  0.001
H (-3.5654, -1.1835, -7.6407)  0.000
H (-1.9819, -1.3177, -8.3889)  0.001
H (-3.2126, -0.1736, -3.8812)  0.000
H (-1.4451, 0.0749, -3.6575)  0.000
H (-2.1298, -1.5043, -3.5545)  0.000
H (-0.7244, 1.4409, -7.0362)  0.009
H (-0.5184, 1.4679, -5.2511)  0.000
H (-2.1153, 1.8104, -6.0169)  0.002
Cl (3.6429, 0.0557, -1.8900)  0.072
C (3.3489, 1.4033, -0.8045)  0.012
C (2.1753, 2.0998, -1.1145)  -0.001
C (1.6483, 3.0188, -0.2293)  0.011
Cl (0.0417, 3.6653, -0.4441)  0.001
C (2.4017, 3.3568, 0.9159)  -0.003
Cl (1.7100, 4.4442, 2.0343)  -0.001
C (3.6526, 2.7401, 1.1562)  0.009
Cl (4.5439, 3.1717, 2.5281)  0.003
C (4.1348, 1.7265, 0.2925)  -0.003
Cl (5.5422, 0.8356, 0.6128)  0.001

The following is a quantum chemistry calculation of an isolated molecule of C5H7NO in a non-equilibrium geometry, from the OMol25 dataset.

Results
- orbital gap (eV) = 10.4
- charge = 0
- energy above the lowest of the compared OMol25 structures with the same formula, charge and spin (kcal per mole) = 133.5

Last column: Löwdin charge in e.
Cartesian coordinates (Å):
C (-1.5275, -0.8458, -0.3370)  -0.063
N (-1.6544, 0.6168, -0.2176)  0.058
C (-0.4091, -0.0158, 0.1062)  -0.424
C (0.7987, 0.2267, 1.0134)  -0.178
C (1.7247, -0.3175, -0.1145)  0.014
C (0.6035, 0.6543, -0.7283)  -0.170
O (0.9045, 1.5497, 0.4099)  -0.057
H (-2.0536, -1.4353, 0.4026)  0.103
H (-1.5607, -1.2465, -1.3535)  0.108
H (-2.2248, 0.9779, 0.5233)  0.098
H (0.8869, 0.1451, 2.1008)  0.141
H (1.6908, -1.3956, -0.3176)  0.105
H (2.7564, 0.0521, -0.0420)  0.108
H (-0.0689, 1.1077, -1.4691)  0.157

The following is a quantum chemistry calculation of a structure of composition C36H52BCoNO2P2 in a non-equilibrium geometry, from the OMol25 dataset.

Results
- orbital gap (alpha / beta) (eV) = 8.3 / 5.3
- multiplicity = 5
- charge = +1

Last column: Löwdin spin population.
Cartesian coordinates (Å):
Co (0.3697, 1.2906, 0.3983)  2.481
C (0.5127, 1.7798, 4.6484)  0.003
C (-0.8934, 1.7401, 4.0484)  0.023
C (-1.5075, 3.1372, 3.9907)  0.002
P (-0.8170, 0.9852, 2.3528)  0.070
C (-2.5779, 0.6144, 1.8456)  0.010
C (-3.1449, 1.7898, 1.0391)  0.009
C (-3.5481, 0.2088, 2.9526)  0.001
C (-0.0866, -0.6744, 2.6582)  0.087
C (-0.6155, -1.5878, 3.5559)  -0.006
C (-0.1308, -2.8886, 3.6631)  0.089
C (-0.7089, -3.8705, 4.6375)  0.016
C (0.8957, -3.2815, 2.7979)  -0.010
C (1.4832, -2.3853, 1.9380)  0.074
C (1.0615, -1.0393, 1.8987)  0.028
N (1.6599, -0.0642, 1.1380)  0.403
C (2.9599, -0.0474, 0.7455)  0.029
C (3.9765, -0.9042, 1.2352)  0.104
C (5.2129, -0.9357, 0.6359)  -0.011
C (5.5206, -0.1132, -0.4537)  0.128
C (6.8359, -0.2239, -1.1616)  0.023
C (4.5850, 0.8593, -0.8183)  -0.009
C (3.3464, 0.9428, -0.2147)  0.111
P (2.2074, 2.3601, -0.4523)  0.076
C (2.2792, 2.7549, -2.2623)  0.005
C (1.2496, 3.8475, -2.5595)  0.002
C (2.0063, 1.5057, -3.1025)  0.006
C (3.1492, 3.7093, 0.4390)  0.025
C (4.2579, 4.3598, -0.3802)  0.004
C (2.1660, 4.7486, 0.9861)  0.006
H (0.4740, 2.1733, 5.6651)  0.000
H (1.1618, 2.4316, 4.0582)  0.001
H (0.9629, 0.7878, 4.6875)  0.000
H (-1.5314, 1.0872, 4.6493)  0.002
H (-0.8435, 3.8265, 3.4653)  0.001
H (-1.6612, 3.5201, 5.0003)  0.000
H (-2.4722, 3.1421, 3.4842)  0.000
H (-2.4526, -0.2360, 1.1671)  0.002
H (-3.4073, 2.6250, 1.6893)  0.000
H (-4.0505, 1.4769, 0.5179)  0.000
H (-2.4343, 2.1412, 0.2894)  0.007
H (-3.7242, 1.0233, 3.6575)  0.000
H (-3.2070, -0.6656, 3.5029)  0.000
H (-4.5058, -0.0443, 2.4952)  0.000
H (-1.4357, -1.2932, 4.1976)  -0.002
H (-1.5579, -3.4577, 5.1783)  0.000
H (0.0480, -4.1723, 5.3640)  0.006
H (-1.0312, -4.7722, 4.1147)  0.004
H (1.2302, -4.3118, 2.8082)  -0.002
H (2.2350, -2.7224, 1.2391)  0.003
H (3.7910, -1.5191, 2.1039)  0.004
H (5.9698, -1.6117, 1.0148)  -0.003
H (7.2503, -1.2252, -1.0571)  0.002
H (7.5614, 0.4794, -0.7452)  0.009
H (6.7282, 0.0005, -2.2220)  0.003
H (4.8524, 1.5711, -1.5909)  -0.003
H (3.2812, 3.1292, -2.4827)  0.001
H (0.2436, 3.4873, -2.3307)  0.002
H (1.2798, 4.1155, -3.6159)  0.000
H (1.4333, 4.7518, -1.9770)  0.000
H (1.0607, 1.0528, -2.8093)  0.005
H (2.7902, 0.7572, -2.9940)  0.000
H (1.9333, 1.7785, -4.1559)  0.000
H (3.5999, 3.1812, 1.2851)  0.001
H (3.8513, 4.9370, -1.2116)  0.000
H (4.9661, 3.6281, -0.7689)  0.000
H (4.8143, 5.0470, 0.2593)  0.001
H (1.6866, 5.3045, 0.1788)  0.000
H (2.6927, 5.4644, 1.6188)  0.000
H (1.3843, 4.2715, 1.5802)  0.004
C (-3.6862, -4.1473, -5.2522)  0.000
C (-3.9505, -3.9353, -3.7525)  0.000
C (-3.3673, -5.1279, -2.9922)  0.000
C (-5.4655, -3.8991, -3.4971)  0.000
C (-3.3247, -2.6132, -3.3097)  0.000
C (-3.7456, -1.4234, -3.9180)  0.001
C (-3.2358, -0.1756, -3.5853)  0.000
C (-2.2694, -0.1437, -2.6024)  0.006
O (-1.6073, 0.9259, -2.0462)  0.022
B (-0.7706, 0.4041, -1.0588)  0.109
O (-0.9009, -0.9890, -1.0356)  0.026
C (-1.8407, -1.3107, -1.9899)  0.006
C (-2.3498, -2.5509, -2.3150)  0.001
H (-4.1399, -5.0832, -5.5843)  0.000
H (-2.6129, -4.1945, -5.4452)  0.000
H (-4.1035, -3.3394, -5.8518)  0.000
H (-3.8081, -6.0510, -3.3700)  0.000
H (-3.5919, -5.0642, -1.9252)  0.000
H (-2.2859, -5.1962, -3.1253)  0.000
H (-5.9028, -4.8695, -3.7403)  0.000
H (-5.9600, -3.1433, -4.1077)  0.000
H (-5.6749, -3.6819, -2.4481)  0.000
H (-4.5112, -1.4640, -4.6816)  0.000
H (-3.5780, 0.7244, -4.0780)  0.000
H (-1.9888, -3.4291, -1.7979)  0.000

The following is a quantum chemistry calculation of a structure of composition C28H34N3O2PZn in a non-equilibrium geometry, from the OMol25 dataset.

Results
- orbital gap (eV) = 7.2
- charge = 0
- energy above the lowest of the compared OMol25 structures with the same formula, charge and spin (kcal per mole) = 0.0

Last column: Löwdin charge in e.
Cartesian coordinates (Å):
C (-3.2773, 3.6195, -0.1125)  -0.088
C (-2.4205, 3.5272, 0.9705)  -0.051
C (-1.4573, 2.5132, 1.0456)  -0.271
C (-1.3183, 1.6409, -0.0252)  -0.135
C (-2.1784, 1.7192, -1.1188)  -0.335
C (-3.1281, 2.7528, -1.1793)  -0.053
C (-0.5294, 2.4689, 2.2413)  -0.132
C (-0.5365, 1.1683, 3.0641)  -0.165
N (-0.7979, -0.0454, 2.2335)  -0.333
Zn (0.1652, 0.2729, 0.2981)  0.603
C (-2.0447, 0.7197, -2.2188)  -0.226
P (-1.3510, -0.9256, -1.3831)  0.757
H (-2.4329, 4.2476, 1.7819)  0.105
H (-3.6755, 2.9065, -2.1030)  0.107
H (-3.9906, 4.4286, -0.1421)  0.098
H (-1.2880, 1.0026, -2.9496)  0.089
H (-2.9740, 0.5337, -2.7956)  0.098
H (0.4901, 2.6761, 1.8884)  0.108
H (-0.7903, 3.2908, 2.9121)  0.111
H (0.4286, 1.0376, 3.5833)  0.111
C (-1.1989, -1.9862, -2.8392)  -0.260
C (-3.2408, -1.3033, -1.0318)  -0.236
H (-1.3087, 1.2087, 3.8584)  0.125
C (-2.2358, -0.3579, 2.1641)  -0.089
C (-0.1363, -1.2261, 2.8196)  -0.106
H (0.2536, -1.0678, -1.2267)  -0.016
H (-2.6342, -0.5313, 3.1794)  0.098
H (-2.7959, 0.4563, 1.7011)  0.086
H (-2.3645, -1.2754, 1.5793)  0.064
H (-0.6176, -1.5042, 3.7830)  0.098
H (-0.2498, -2.0723, 2.1178)  0.068
H (0.9478, -1.0547, 2.9695)  0.080
H (-3.8296, -1.3956, -1.9712)  0.043
H (-3.2782, -2.2731, -0.5208)  0.028
H (-3.7822, -0.5504, -0.4254)  0.040
H (-2.0862, -2.0065, -3.4915)  0.057
H (-0.3214, -1.6171, -3.3655)  0.045
H (-1.0124, -2.9550, -2.3760)  0.046
H (-0.5592, -1.4704, 0.0473)  -0.006
O (2.1605, 0.0602, -1.8249)  0.008
C (2.7415, 0.1324, -0.7480)  -0.514
N (4.0994, 0.0059, -0.4794)  0.161
C (4.4574, 0.2978, 0.9388)  -0.281
C (3.0684, 0.7314, 1.4291)  -0.460
O (2.8476, 1.2828, 2.5162)  0.040
N (2.0999, 0.5586, 0.4922)  0.088
C (4.9547, -0.9343, 1.6174)  -0.166
C (4.2553, -1.4253, 2.7264)  -0.010
C (4.6244, -2.6835, 3.2236)  -0.073
C (5.7352, -3.3615, 2.6874)  -0.087
C (6.4670, -2.7966, 1.6240)  -0.077
C (6.1084, -1.5506, 1.1104)  -0.039
C (5.4589, 1.4278, 1.0278)  -0.139
C (6.6568, 1.4255, 1.7679)  -0.019
C (7.5777, 2.4567, 1.5289)  -0.084
C (7.2508, 3.5370, 0.6875)  -0.089
C (5.9649, 3.5974, 0.0924)  -0.069
C (5.0544, 2.5592, 0.3123)  -0.022
H (4.6546, -0.3459, -1.2531)  0.160
H (3.5272, -0.8335, 3.2889)  0.109
H (4.0488, -3.1305, 4.0451)  0.105
H (5.9909, -4.3668, 3.0636)  0.104
H (7.3377, -3.3225, 1.2295)  0.102
H (6.7713, -1.0395, 0.4126)  0.123
H (6.8862, 0.7289, 2.5669)  0.120
H (8.5828, 2.4315, 1.9741)  0.104
H (8.0128, 4.3011, 0.4332)  0.105
H (5.6979, 4.4490, -0.5555)  0.107
H (4.0255, 2.6957, -0.0397)  0.130